# 1
Molecular formula: C4H4BrOP
Method: DFT, ωB97M-V/def2-TZVPD

Values from the calculation:
Largest force on an atom ... 0.0790 Eh/bohr
HOMO level (alpha / beta) ... -5.5 / -9.0 eV
Spin multiplicity ... 3
Net charge ... 0
LUMO energy (alpha / beta) ... 0.94 / -3.43 eV

XYZ file:
```
11
Properties=species:S:1:pos:R:3:forces:R:3:nbo_charge:R:1
C -1.071727 0.809923 0.888362 0.7 -0.8 1.6 -0.312
C -0.110922 0.907017 -0.169298 -2.9 -0.6 0.1 -0.334
C -0.843048 -0.380121 1.519180 -2.8 1.8 2.2 0.100
C 0.447892 -0.343696 -0.135403 2.3 -0.6 -1.7 -0.068
O 0.028614 -1.080325 0.910078 2.7 -1.4 -1.7 -0.395
P 1.673940 -1.179487 -1.167798 -0.2 0.3 3.0 0.552
Br 0.689162 -0.807020 -3.128408 -1.4 0.3 -3.1 -0.220
H -1.776683 1.527733 1.213542 -0.4 0.7 0.1 0.225
H -0.498445 1.623407 -0.896111 1.7 -0.3 -0.5 0.258
H -1.129948 -0.861118 2.437772 -0.7 0.4 0.1 0.202
H 2.591165 -0.216313 -1.471917 1.1 0.3 -0.1 -0.007
```
Positions in Å, forces in eV/Å.

---

# 2
Molecular formula: C44H65B2CdCl8N7O16
Method: DFT, ωB97M-V/def2-TZVPD

Values from the calculation:
Largest force on an atom ... 0.0697 Eh/bohr
HOMO level ... -8.7 eV
Net charge ... 0
LUMO energy ... -2.07 eV

XYZ file:
```
143
Properties=species:S:1:pos:R:3:forces:R:3:mulliken_charge:R:1
Cd -2.804674 -0.543868 -3.476736 0.6 0.0 0.1 1.038
O -2.471368 -7.236799 3.971775 -0.2 0.2 -0.6 -0.603
C -2.270827 -6.211789 3.385291 0.5 -0.2 1.3 0.415
O -2.601668 -5.882569 2.158328 -0.8 -0.2 -1.2 -0.697
B -2.091946 -4.551649 1.811161 0.7 -1.2 1.0 1.209
O -1.508773 -4.067525 3.032824 0.3 1.2 -0.2 -0.074
C -1.524742 -4.994787 3.979441 0.2 -0.5 0.6 0.551
O -1.055916 -4.918343 5.071856 -0.2 0.2 -0.2 -0.583
O -3.070753 -3.629089 1.241786 -0.5 -0.1 0.3 -0.523
C -2.707887 -3.318179 0.040907 -0.5 1.4 -0.9 0.353
O -3.262703 -2.493542 -0.658902 -0.1 -0.6 0.0 -0.421
C -1.412021 -4.034908 -0.336017 -0.2 -0.2 0.6 0.365
O -1.070420 -4.710641 0.734840 0.5 0.1 -0.9 -0.553
O -0.864372 -3.938971 -1.405015 0.2 -0.1 0.1 -0.499
O 1.441856 1.069293 3.615341 0.4 0.2 -0.2 -0.627
C 1.372835 0.288491 2.707635 -1.1 0.6 1.2 0.455
O 1.065051 0.625913 1.458302 0.0 -0.1 -0.4 0.097
B 0.918987 -0.588685 0.664126 0.7 -0.8 1.2 0.452
O 1.251123 -1.689247 1.608823 -0.6 -0.2 -1.3 -0.576
C 1.427304 -1.233756 2.840229 0.9 0.0 -0.1 0.097
O 1.687874 -1.849343 3.821081 -0.2 0.1 -0.1 -0.551
O 1.774268 -0.632535 -0.536333 0.4 0.1 -0.8 -0.270
C 1.052592 -0.696143 -1.629225 -0.9 -0.5 0.8 0.459
O 1.376860 -0.738923 -2.781987 0.3 -1.2 0.5 -0.784
C -0.426085 -0.753508 -1.173650 1.0 0.1 1.1 -0.376
O -0.441111 -0.694964 0.129142 -1.0 -0.1 -0.6 -0.142
O -1.381971 -0.823191 -1.891805 -0.1 -0.1 0.0 0.655
C -2.349295 2.602045 9.929189 0.1 -1.3 0.4 -1.197
C -1.078607 2.258962 9.128922 -0.2 1.2 0.5 -0.351
C -1.332603 1.460527 7.840342 0.6 0.3 -0.4 0.362
C -1.418259 0.024518 8.060156 -0.2 -0.2 0.2 0.095
N -1.456498 -1.105677 8.256655 -0.1 0.0 0.0 -0.480
H -2.879560 1.656060 10.077160 -0.5 0.2 -0.3 0.307
H -2.995098 3.352304 9.478182 0.0 -0.1 -0.2 0.311
H -2.156131 2.894941 10.962925 0.4 0.3 -0.2 0.375
H -0.340692 1.772016 9.766828 -0.2 -0.5 -0.1 0.396
H -0.585605 3.212523 8.925316 0.0 -0.1 -0.6 0.119
H -0.507980 1.596299 7.135576 0.2 0.1 0.1 -0.043
H -2.200801 1.776264 7.258207 -0.2 0.1 0.4 0.118
C 4.507932 0.392992 0.891079 0.3 1.0 0.1 -0.250
C 4.570530 1.867846 1.349473 -0.5 -0.6 0.0 -1.136
C 3.232127 2.633295 1.241082 -0.1 0.1 -0.3 1.204
C 2.622332 2.644507 -0.095344 0.5 0.0 -0.2 0.047
N 2.155515 2.659356 -1.145864 -0.2 0.0 0.1 -0.430
H 5.550282 0.076361 0.831357 -0.2 -0.4 -0.1 0.557
H 4.019060 0.319971 -0.079767 0.1 -0.2 0.0 -0.192
H 3.982901 -0.228023 1.613218 0.0 -0.1 0.0 0.063
H 5.358596 2.370813 0.789458 -0.2 0.2 -0.1 0.438
H 4.883045 1.861937 2.393987 -0.1 0.3 0.1 0.372
H 3.360706 3.681111 1.513512 0.0 0.0 0.1 0.368
H 2.419242 2.220785 1.843358 0.6 0.2 0.4 -0.709
C 2.163994 1.412352 -4.146510 0.9 0.5 -0.4 -0.411
C 1.777145 1.113961 -5.591428 -0.5 0.6 1.1 0.229
C 2.594492 1.873308 -6.633949 0.1 -0.4 0.8 -0.563
C 2.301174 3.303364 -6.650211 0.0 -0.2 -0.4 -0.003
N 2.091378 4.431335 -6.677336 -0.1 0.1 0.1 -0.508
H 3.222831 1.149969 -4.041462 0.0 0.3 0.1 0.024
H 1.670190 0.797650 -3.394701 0.0 1.0 -0.9 -0.354
H 2.074456 2.474398 -3.920110 -0.1 0.0 0.1 0.541
H 0.708056 1.331432 -5.668315 -0.1 0.0 -0.5 0.762
H 1.887541 0.039500 -5.753255 0.9 3.4 0.7 -1.976
H 2.452084 1.367711 -7.587414 0.0 0.5 -0.4 0.497
H 3.634740 1.729508 -6.331508 -0.1 0.4 -0.3 0.303
C -2.993104 5.035216 -5.205059 -0.3 -0.2 0.1 -1.244
C -1.609936 4.831997 -4.584621 0.3 -0.5 -0.9 -0.400
C -1.607937 4.117747 -3.238697 0.3 0.4 1.0 -0.196
C -1.988584 2.703459 -3.166671 -0.3 0.8 -0.4 -0.194
N -2.298398 1.604149 -3.107650 0.0 0.5 -0.3 0.094
H -3.535751 4.085978 -5.226282 0.0 0.0 0.1 0.300
H -2.976519 5.369158 -6.241899 0.4 0.1 0.0 0.391
H -3.625825 5.742089 -4.666645 0.2 0.0 0.2 0.321
H -1.035464 5.752044 -4.485329 -0.3 0.2 0.2 0.387
H -0.990181 4.253594 -5.267938 0.0 -0.2 -0.2 0.157
H -2.219511 4.696854 -2.541597 -0.4 -0.4 0.1 0.240
H -0.621168 4.149168 -2.763830 0.2 0.0 -0.3 0.309
C 0.510472 -4.083114 -5.155919 0.0 -0.3 0.4 -1.472
C 1.501199 -2.932869 -5.274963 -0.8 0.1 -0.1 0.342
C 0.958775 -1.701141 -6.037795 -1.0 -1.3 0.0 0.648
C -0.237762 -1.140422 -5.398806 0.6 -0.1 0.0 0.318
N -1.148083 -0.671621 -4.887008 -0.6 -0.5 -0.3 -0.497
H 0.991256 -4.918020 -4.643381 0.1 0.0 -0.1 0.411
H 0.140428 -4.454556 -6.112204 0.0 0.1 0.0 0.402
H -0.325434 -3.848235 -4.492485 -0.1 0.2 -0.2 0.240
H 2.390494 -3.264348 -5.807718 0.2 0.2 0.2 0.438
H 1.720900 -2.603455 -4.260054 0.5 0.0 -0.1 -0.468
H 0.629857 -1.929023 -7.054361 0.2 -0.2 -0.1 0.836
H 1.696800 -0.897120 -6.070857 -0.7 -2.6 -0.8 0.282
C -7.174835 -2.760687 -1.420103 -0.1 0.2 -0.9 -1.383
C -6.533662 -2.323831 -0.128874 0.0 -0.8 0.2 -0.019
C -5.987952 -0.902935 -0.110632 0.4 0.3 0.7 0.046
C -5.081882 -0.611418 -1.212719 -0.2 -0.1 0.3 0.386
N -4.343543 -0.409955 -2.061017 -0.9 0.0 -0.3 -0.301
H -7.971663 -2.073788 -1.717299 -0.3 -0.2 0.1 0.358
H -7.535243 -3.786847 -1.367574 -0.3 0.1 0.2 0.401
H -6.498886 -2.758843 -2.281090 0.3 0.1 0.2 0.298
H -5.742242 -3.029267 0.129041 0.2 0.2 0.0 -0.183
H -7.254356 -2.427232 0.683966 0.0 0.3 0.0 0.442
H -5.408514 -0.770980 0.809134 0.3 0.0 -0.1 -0.185
H -6.747456 -0.124218 -0.017719 -0.2 -0.1 -0.5 0.534
C 3.394566 -3.750782 -1.655428 -1.1 0.0 -0.7 -0.198
C 3.270901 -4.756234 -0.530843 1.6 -0.2 0.5 -1.197
C 1.884367 -4.905098 0.094445 0.5 0.9 0.4 1.504
C 1.978886 -5.101128 1.539715 -0.1 -0.6 0.1 -0.068
N 2.062411 -5.321201 2.663190 0.0 0.1 0.0 -0.596
H 2.735020 -4.033343 -2.483557 0.1 0.0 -0.2 -0.011
H 4.396582 -3.615206 -2.058212 0.1 -0.3 0.2 0.386
H 3.037009 -2.772982 -1.322519 0.1 0.0 0.1 -0.112
H 4.008167 -4.397619 0.195242 -0.4 -0.1 0.5 0.424
H 3.684254 -5.739546 -0.768873 -0.2 0.0 -0.4 0.456
H 1.303944 -5.718872 -0.332375 -0.2 0.2 -0.1 0.501
H 1.395697 -3.934707 -0.012587 -0.4 -0.3 -0.2 -1.107
Cl 0.428889 4.618761 2.011227 -0.2 0.0 0.0 -0.180
C -0.882078 3.625318 1.326809 -0.6 0.3 -0.7 0.514
C -1.960716 4.523970 0.664043 1.3 -1.5 0.4 -0.526
Cl -3.080520 3.329317 -0.072650 -0.4 0.3 0.1 -0.165
H -1.379246 3.027196 2.086416 0.3 0.1 0.3 -0.170
H -0.459804 2.948142 0.587983 0.2 0.1 0.1 -0.196
H -1.529372 5.055662 -0.177983 -0.1 0.5 0.3 0.331
H -2.423592 5.100667 1.457487 -0.4 0.3 -0.5 0.441
Cl 0.941356 4.910050 6.752515 0.0 0.2 0.4 -0.226
C 1.872621 4.239853 5.402037 -1.0 -0.6 -0.6 0.114
C 2.981472 5.134755 4.942882 0.0 0.1 0.0 -0.040
Cl 4.353425 5.115197 6.091955 0.0 0.0 -0.3 -0.201
H 1.137086 4.121424 4.605545 0.2 0.2 -0.1 -0.240
H 2.123248 3.211935 5.654084 0.6 0.2 0.2 0.310
H 2.643722 6.165345 4.848816 -0.1 0.0 0.2 0.357
H 3.305063 4.845132 3.942794 0.3 -0.3 0.2 -0.053
Cl -4.448698 0.430731 6.052323 -0.2 0.2 0.6 -0.199
C -3.432851 -0.209432 4.758240 0.0 -0.1 -0.2 -0.359
C -3.189763 0.888701 3.735331 0.2 -1.0 -0.2 0.203
Cl -4.726322 1.271675 2.869358 0.4 0.3 0.2 -0.208
H -3.988750 -1.065968 4.386158 0.1 0.1 -0.4 0.311
H -2.502337 -0.597641 5.176332 0.0 0.3 0.1 0.301
H -2.503375 0.530985 2.967258 0.0 0.0 0.0 -0.422
H -2.741709 1.757119 4.213755 -0.4 0.2 -0.1 0.425
Cl 5.287391 -3.519170 -4.741600 0.6 0.3 -0.1 -0.153
C 5.969938 -1.930907 -4.293391 -0.3 0.7 1.0 -0.757
C 4.864823 -0.881486 -4.301814 0.2 -0.6 -0.6 0.080
Cl 4.518604 -0.482324 -6.038938 0.2 -0.3 0.4 -0.209
H 6.826232 -1.614896 -4.884998 -0.3 -0.4 -0.5 0.464
H 6.367142 -1.951093 -3.276082 -0.2 -0.5 0.1 0.412
H 5.150119 0.017357 -3.762158 0.1 0.1 -0.2 0.572
H 3.939173 -1.264151 -3.877306 0.0 0.0 0.0 -0.309
```
Positions in Å, forces in eV/Å.

---

Q: What is the largest force on an atom in the first record?
A: 0.0790 Eh/bohr

---

Q: What is the net charge in the second record?
A: 0